(1)
Here is a molecular structure, C36H32BrP2Tm in a non-equilibrium geometry from the OMol25 dataset. Energies are from wB97M-V/def2-TZVPD.

Values from the calculation:
**F_max**: 3.53 eV Å⁻¹
**2S+1**: 3
**LUMO energy (alpha / beta)**: -6.7 / -6.8 eV
**⟨S²⟩**: 2.105
**Net charge**: +2
**E**: -5732.299021 Eh

CARTESIAN COORDINATES (ANGSTROEM)
C: 0.60023 -1.43583 -1.75134
C: -0.37072 -1.98270 -0.87441
C: -1.69822 -2.12865 -1.32457
C: -2.02405 -1.82390 -2.64909
C: -1.03780 -1.37510 -3.53810
C: 0.28880 -1.26100 -3.09932
P: 0.05340 -2.29481 0.88628
C: -1.18634 -3.44750 1.52923
C: -2.23119 -3.01747 2.38502
C: -3.36006 -3.81539 2.57670
C: -3.42274 -5.09797 2.01176
C: -2.32804 -5.57019 1.27162
C: -1.20082 -4.77231 1.06036
Tm: -1.09507 0.36733 -1.76063
P: 0.05849 2.54946 0.37874
C: -1.28482 2.76756 -0.76067
C: -1.14715 2.91473 -2.16382
C: -2.11746 2.33723 -2.99728
C: -3.19110 1.63031 -2.42613
C: -3.44323 1.73817 -1.04506
C: -2.56300 2.42590 -0.22286
C: -0.15993 3.66702 1.73354
C: 0.63343 3.49780 2.89048
C: 0.38579 4.28557 4.01218
C: -0.64745 5.23315 3.99098
C: -1.41779 5.41430 2.83610
C: -1.14911 4.66801 1.68884
C: 1.68170 2.58373 -0.33380
C: 2.64194 1.56239 -0.16115
C: 3.87894 1.69380 -0.79018
C: 4.17255 2.81168 -1.58095
C: 3.22753 3.83764 -1.71865
C: 1.99161 3.74154 -1.08737
C: 1.66360 -3.13116 0.85012
C: 2.06542 -3.93115 -0.23912
C: 3.33891 -4.50628 -0.26044
C: 4.21905 -4.31816 0.81119
C: 3.81173 -3.54700 1.90765
C: 2.54815 -2.95810 1.93956
H: 1.38581 2.70974 2.93154
H: 0.99980 4.17317 4.90796
H: -0.88822 5.80146 4.88985
H: -2.22966 6.14421 2.80915
H: -1.74103 4.81146 0.78502
H: -0.28098 3.42527 -2.59037
H: -2.02602 2.42063 -4.08360
H: -3.87763 1.06086 -3.05546
H: -4.35592 1.34901 -0.60430
H: -2.83759 2.73673 0.78972
H: 2.40424 0.68395 0.44567
H: 4.62833 0.91161 -0.67213
H: 5.13813 2.89873 -2.08372
H: 3.44268 4.71736 -2.32435
H: 1.24784 4.54301 -1.17673
H: 1.39356 -4.08360 -1.08686
H: 3.63331 -5.10322 -1.12604
H: 5.21411 -4.77371 0.78151
H: 4.49560 -3.42139 2.74760
H: 2.23726 -2.36082 2.79874
H: -2.17073 -2.04116 2.86643
H: -4.21064 -3.44428 3.16474
H: -4.30558 -5.72841 2.16090
H: -2.36340 -6.56540 0.82892
H: -0.34228 -5.15940 0.51258
H: -2.46300 -2.49186 -0.63688
H: -3.05960 -1.90469 -2.97640
H: -1.32339 -1.04663 -4.54110
H: 1.06446 -0.88750 -3.77204
H: 1.61249 -1.20864 -1.40510
H: -0.32382 0.93919 -3.55730
H: 0.22758 1.17448 -2.99867
Br: -0.51089 0.40719 1.29535

=====

(2)
Here is a molecular structure, C36H32HfIN6O6S in a non-equilibrium geometry from the OMol25 dataset. Energies are from wB97M-V/def2-TZVPD.

Values from the calculation:
**F_max**: 4.61 eV Å⁻¹
**Energy above the lowest of the compared OMol25 structures with the same formula, charge and spin**: 81.6 kJ/mol
**LUMO energy**: -3.2 eV
**Net charge**: +1
**E**: -2914.988880 Eh

CARTESIAN COORDINATES (ANGSTROEM)
Hf: 0.45085 2.22082 0.61589
C: -3.03537 -11.30673 0.32827
O: -2.98272 -10.47565 1.47693
C: -2.57181 -9.20537 1.32497
C: -2.50948 -8.44096 2.49353
C: -2.12066 -7.12313 2.44283
C: -1.78057 -6.52406 1.22463
C: -1.82943 -7.29845 0.06731
C: -2.21716 -8.62437 0.10842
C: -1.38257 -5.12845 1.12780
N: -1.06715 -4.50569 0.01127
C: -0.73809 -3.23646 0.37485
C: -0.84879 -3.07170 1.74611
N: -1.26878 -4.28957 2.20882
C: -0.48604 -1.87010 2.40893
C: -0.51785 -1.66920 3.79905
C: -0.04170 -0.49323 4.31762
C: 0.45289 0.47976 3.44816
N: 0.44411 0.34128 2.13476
C: -0.02485 -0.80931 1.60150
C: 0.02163 -0.94119 0.16474
N: 0.44803 0.12616 -0.55698
C: 0.64467 -0.03135 -1.85795
C: 0.37148 -1.21641 -2.53904
C: -0.13733 -2.28330 -1.83971
C: -0.29725 -2.16377 -0.45369
H: -3.35872 -12.28176 0.67884
H: -2.05194 -11.39555 -0.13899
H: -3.75518 -10.92908 -0.40179
H: -2.77469 -8.91462 3.42906
H: -2.09092 -6.56052 3.36828
H: -1.56102 -6.83679 -0.87259
H: -2.24148 -9.19880 -0.80652
H: -1.44641 -4.54270 3.16378
H: -0.90571 -2.44218 4.44991
H: -0.04345 -0.31151 5.38225
H: 0.86783 1.40151 3.83364
H: 1.04292 0.82303 -2.38537
H: 0.55913 -1.27824 -3.60111
H: -0.39840 -3.22123 -2.31158
I: 3.28598 0.61711 0.72295
C: 4.32015 2.47903 0.81000
C: 5.68301 2.42728 0.82757
C: 6.41087 3.62921 0.85373
C: 5.74285 4.81806 0.87986
C: 4.32964 4.86550 0.89559
C: 3.66524 6.10990 0.98015
C: 2.30527 6.15756 1.02345
C: 1.55380 4.96962 0.93724
C: 2.11812 3.70417 0.83262
C: 3.55402 3.66577 0.84542
H: 6.19883 1.47731 0.81586
H: 7.49176 3.59600 0.86401
H: 6.29022 5.75235 0.90117
H: 4.25808 7.01559 1.01816
H: 1.79378 7.10677 1.12595
H: 0.47627 5.07555 0.94562
O: -2.89870 3.32662 2.08991
S: -1.68089 2.95961 1.47455
O: -1.59209 1.56027 0.91476
O: -0.43577 2.96329 2.34506
O: -1.21829 3.77622 0.31507
C: 1.27204 5.23776 -2.14471
N: 0.03768 4.67298 -2.67004
C: -0.78442 5.58638 -3.45403
C: -1.59078 4.79272 -4.45892
C: -2.40474 3.78396 -3.67975
N: -1.54523 2.98386 -2.80915
C: -2.20160 1.77753 -2.33379
C: -0.39993 3.46326 -2.28078
O: 0.35869 2.75787 -1.52740
H: 1.88659 5.59311 -2.97303
H: 1.81885 4.48405 -1.59064
H: 1.05221 6.07458 -1.47997
H: -0.11982 6.29009 -3.95235
H: -1.44960 6.14825 -2.79051
H: -0.91347 4.28113 -5.14492
H: -2.24946 5.44094 -5.03418
H: -2.91455 3.09368 -4.35244
H: -3.16527 4.28790 -3.07399
H: -2.29572 1.06024 -3.15153
H: -3.19772 2.03294 -1.96646
H: -1.66392 1.33283 -1.51695

=====

> Look up the net charge of the first one.

+2

=====

> Among the records above, which one has the lowest E?

C36H32BrP2Tm

=====

> Among the records above, which one has the highest net charge?

C36H32BrP2Tm